(1)
A cluster of 12 separate species, C31H72NO12 in total at a distorted geometry. Source: the Open Molecules 2025 dataset; level of theory: wB97M-V/def2-TZVPD.

HOMO energy (spin up / spin down) in eV: -8.009 / -8.777
Multiplicity: 2
HOMO-LUMO gap (spin up / spin down) in eV: 8.49 / 9.25

Cartesian coordinates (Å):
C -0.21 -0.20 2.72
C 0.70 0.57 2.88
C 1.81 1.52 2.79
C 2.77 1.17 1.60
C 3.39 -0.20 1.95
C 4.53 -0.70 1.06
C 4.14 -1.43 -0.21
C 5.00 -1.35 -1.31
C 4.68 -2.01 -2.49
C 3.51 -2.75 -2.61
C 2.67 -2.86 -1.51
C 2.99 -2.20 -0.33
C 3.88 2.24 1.61
C 4.22 2.98 0.29
C 3.66 4.40 0.35
C 5.76 3.08 0.19
N 3.77 2.25 -0.92
O 4.16 2.80 -2.01
C 2.37 1.76 -0.98
C 1.38 2.86 -1.39
C 2.32 0.70 -2.13
C 1.88 1.13 0.33
H -1.00 -0.90 2.57
H 2.39 1.48 3.72
H 1.43 2.54 2.64
H 2.62 -0.96 2.03
H 3.80 -0.08 2.96
H 5.23 0.10 0.82
H 5.10 -1.43 1.65
H 5.91 -0.77 -1.25
H 5.34 -1.93 -3.35
H 3.24 -3.25 -3.53
H 1.75 -3.44 -1.56
H 2.31 -2.31 0.51
H 3.62 3.02 2.34
H 4.80 1.79 1.99
H 4.23 4.95 1.11
H 2.62 4.44 0.66
H 3.80 4.93 -0.59
H 6.17 3.36 1.16
H 6.16 2.12 -0.13
H 6.04 3.81 -0.56
H 0.44 2.34 -1.59
H 1.69 3.33 -2.33
H 1.20 3.59 -0.60
H 3.32 0.36 -2.39
H 1.67 -0.13 -1.87
H 1.91 1.16 -3.03
H 1.61 0.09 0.18
H 0.94 1.63 0.58
C 2.78 -3.43 -6.68
O 2.11 -3.13 -5.46
H 2.96 -4.50 -6.69
H 2.17 -3.16 -7.54
H 3.74 -2.91 -6.74
H 1.95 -2.18 -5.44
C -0.91 -3.42 4.75
O 0.43 -3.20 4.34
H -0.92 -4.27 5.43
H -1.31 -2.54 5.28
H -1.54 -3.63 3.88
H 0.43 -2.45 3.74
C 1.39 -7.44 -6.71
O 0.21 -6.65 -6.76
H 1.23 -8.32 -7.32
H 2.25 -6.90 -7.10
H 1.60 -7.76 -5.68
H 0.35 -5.87 -6.22
C -2.56 1.85 -1.24
O -1.76 0.79 -1.77
H -2.11 2.80 -1.53
H -3.57 1.81 -1.65
H -2.60 1.79 -0.15
H -2.17 -0.04 -1.52
C 2.28 -6.11 2.76
O 1.79 -5.80 4.05
H 2.48 -7.18 2.73
H 1.55 -5.86 1.98
H 3.22 -5.57 2.55
H 1.61 -4.85 4.08
C -4.87 4.50 0.62
O -4.92 3.70 -0.55
H -4.04 4.15 1.23
H -4.70 5.55 0.37
H -5.79 4.40 1.19
H -5.66 4.01 -1.08
C -8.97 5.25 1.16
O -8.20 4.18 0.61
H -8.48 6.19 0.89
H -9.98 5.26 0.75
H -9.02 5.18 2.25
H -8.64 3.36 0.84
C -4.12 -0.83 1.13
O -3.32 -1.87 0.58
H -3.67 0.12 0.86
H -5.14 -0.87 0.73
H -4.16 -0.90 2.22
H -3.71 -2.71 0.82
C -2.45 -5.25 1.54
O -3.74 -4.97 1.01
H -2.02 -4.30 1.86
H -2.51 -5.92 2.40
H -1.80 -5.69 0.78
H -4.13 -5.80 0.71
C -10.35 1.98 -1.34
O -10.89 2.31 -0.06
H -10.23 0.90 -1.37
H -11.03 2.28 -2.14
H -9.38 2.45 -1.49
H -11.01 3.26 -0.03
C 2.20 5.63 3.98
O 1.22 5.73 2.95
H 1.99 4.73 4.55
H 3.21 5.56 3.55
H 2.15 6.49 4.65
H 1.40 6.52 2.44

(2)
A cluster of 6 separate species, C31H73FIN6O7 in total. Source: the Open Molecules 2025 dataset; level of theory: wB97M-V/def2-TZVPD.

Charge: +1
HOMO energy in eV: -11.124
HOMO-LUMO gap in eV: 7.79

Cartesian coordinates (Å):
C -3.18 -1.65 0.47
C -2.08 -0.58 0.56
C -0.81 -1.02 1.28
O 0.35 -0.57 0.57
C 1.53 -0.88 1.25
C 2.74 -1.10 0.33
C 3.07 -0.05 -0.76
C 2.30 1.27 -0.81
C 2.56 2.21 0.38
C 3.62 3.28 0.06
N 3.07 4.29 -0.86
C 4.05 4.85 -1.74
N 3.93 4.86 -2.99
N 5.20 5.41 -1.08
N 3.90 -1.10 1.31
C 4.62 -2.24 0.95
N 5.91 -2.29 1.04
C 6.74 -1.21 1.58
C 7.15 -0.19 0.49
F 6.91 1.08 0.96
N 3.89 -3.29 0.42
C 3.38 -4.22 1.49
C 4.50 -4.74 2.39
C 4.20 -6.06 3.16
C 2.78 -6.63 3.09
C 1.83 -6.01 4.12
O 1.83 -4.60 4.02
C 1.76 -3.89 5.25
C 2.44 -2.52 5.10
C 2.85 -2.54 -0.33
I 1.07 -3.60 -0.73
H -2.76 -2.66 0.52
H -3.73 -1.52 -0.46
H -3.91 -1.52 1.28
H -1.78 -0.30 -0.46
H -2.47 0.32 1.03
H -0.76 -2.12 1.36
H -0.77 -0.62 2.30
H 1.40 -1.80 1.84
H 1.79 -0.08 1.96
H 4.13 0.19 -0.65
H 2.94 -0.52 -1.73
H 1.24 1.11 -0.96
H 2.65 1.79 -1.71
H 2.91 1.68 1.27
H 1.62 2.72 0.64
H 3.99 3.73 0.99
H 4.47 2.79 -0.43
H 2.69 5.05 -0.30
H 3.03 4.45 -3.23
H 5.41 6.30 -1.54
H 6.02 4.83 -1.25
H 3.57 -1.28 2.27
H 6.36 -3.14 0.72
H 6.21 -0.69 2.37
H 7.63 -1.67 2.02
H 8.22 -0.27 0.25
H 6.58 -0.35 -0.43
H 2.88 -5.02 0.95
H 2.64 -3.67 2.08
H 5.38 -4.90 1.75
H 4.74 -3.97 3.12
H 4.91 -6.81 2.83
H 4.42 -5.88 4.22
H 2.83 -7.70 3.34
H 2.35 -6.59 2.09
H 2.14 -6.33 5.13
H 0.82 -6.41 3.96
H 2.24 -4.47 6.04
H 0.71 -3.76 5.54
H 3.22 -2.39 5.85
H 2.93 -2.49 4.11
H 1.73 -1.70 5.16
H 3.25 -2.38 -1.33
C -0.86 4.72 -1.43
C -1.18 3.49 -2.25
O -0.77 2.29 -1.58
H 0.21 4.76 -1.23
H -1.16 5.63 -1.95
H -1.38 4.69 -0.47
H -0.65 3.50 -3.20
H -2.26 3.44 -2.47
H -1.25 2.25 -0.75
C -8.36 -1.91 0.47
C -6.89 -1.78 0.86
O -6.27 -0.67 0.21
H -8.46 -2.02 -0.61
H -8.81 -2.78 0.96
H -8.92 -1.03 0.78
H -6.34 -2.66 0.54
H -6.79 -1.69 1.94
H -6.73 0.13 0.47
C -0.66 0.63 -4.57
C -1.31 0.82 -5.92
O -1.35 2.19 -6.32
H -1.19 1.20 -3.80
H -0.67 -0.42 -4.27
H 0.37 0.98 -4.59
H -2.35 0.49 -5.90
H -0.80 0.23 -6.69
H -0.44 2.50 -6.38
C -6.52 4.32 1.14
C -6.46 3.33 -0.01
O -7.37 2.23 0.19
H -6.30 3.83 2.08
H -5.81 5.13 0.98
H -7.52 4.76 1.21
H -5.47 2.88 -0.08
H -6.68 3.82 -0.96
H -8.26 2.59 0.25
C -6.94 3.11 -5.31
C -6.25 3.19 -3.96
O -6.55 4.40 -3.27
H -6.65 3.96 -5.94
H -6.67 2.19 -5.83
H -8.02 3.13 -5.20
H -5.17 3.18 -4.09
H -6.53 2.33 -3.34
H -7.50 4.44 -3.15

(3)
A structure of composition C31H76Cl4F3N3O24P4V at a distorted geometry. Source: the Open Molecules 2025 dataset; level of theory: wB97M-V/def2-TZVPD.

Charge: -1
HOMO energy in eV: -6.613
HOMO-LUMO gap in eV: 8.29

Cartesian coordinates (Å):
O -0.28 0.87 0.09
V -0.90 -0.61 0.36
O 0.27 -1.76 0.08
C -3.71 0.28 3.18
C -2.80 -0.92 3.21
O -1.58 -0.89 2.48
H -4.53 0.25 3.89
H -3.99 0.38 2.13
H -3.09 1.15 3.39
H -3.26 -1.84 2.84
H -2.70 -1.23 4.24
C -3.30 -0.58 -1.79
O -3.07 0.77 -1.49
O -2.40 -1.42 -1.12
C -4.84 -0.85 -1.73
F -5.56 -0.24 -2.67
F -5.21 -2.08 -1.95
F -5.31 -0.43 -0.60
C -3.35 1.76 -2.46
C -2.94 3.06 -1.97
H -1.95 3.05 -1.52
H -3.00 3.82 -2.75
H -3.65 3.33 -1.19
H -4.41 1.81 -2.68
H -2.89 1.47 -3.41
H -3.03 -0.88 -2.80
C -0.25 -2.95 -4.35
C 0.20 -4.11 -5.21
O -0.23 -4.37 -6.31
N 1.00 -4.89 -4.57
C 1.69 -6.00 -5.27
H -0.78 -2.34 -5.08
H 0.64 -2.51 -3.90
H -0.95 -3.14 -3.53
H 0.95 -4.91 -3.56
H 1.98 -6.71 -4.49
H 2.59 -5.59 -5.72
H 1.11 -6.50 -6.05
C 5.72 0.25 -3.57
C 5.11 -0.54 -2.43
O 5.78 -0.74 -1.42
N 3.81 -0.75 -2.49
C 3.05 -1.42 -1.37
H 5.20 1.17 -3.85
H 5.86 -0.42 -4.42
H 6.74 0.55 -3.33
H 3.31 -0.52 -3.34
H 3.68 -2.17 -0.90
H 2.21 -1.80 -1.96
H 2.85 -0.83 -0.48
C -3.06 7.02 -2.94
C -3.09 7.06 -1.40
O -3.71 7.89 -0.72
N -2.35 6.09 -0.84
C -2.41 5.78 0.61
H -3.90 6.45 -3.34
H -2.07 6.77 -3.30
H -3.07 8.04 -3.34
H -1.75 5.49 -1.38
H -2.35 4.72 0.85
H -3.14 6.23 1.28
H -1.56 6.34 1.00
C 0.62 -3.31 3.59
O 1.63 -3.69 4.50
P 1.60 -5.18 5.07
O 0.38 -5.60 5.81
O 1.87 -6.09 3.74
C 2.02 -7.49 3.96
O 2.97 -5.14 5.98
C 2.98 -4.28 7.10
H 0.44 -4.15 2.92
H 1.00 -2.52 2.94
H -0.30 -3.01 4.08
H 1.09 -7.91 4.33
H 2.70 -7.62 4.81
H 2.30 -8.14 3.13
H 3.38 -3.26 7.02
H 3.61 -4.85 7.79
H 1.98 -4.22 7.51
C -2.17 -4.51 0.59
O -1.80 -5.85 1.00
P -0.62 -6.71 0.20
O -0.75 -6.78 -1.23
O 0.79 -6.01 0.73
C 1.93 -5.96 -0.21
O -0.56 -8.18 0.81
C -0.73 -8.34 2.16
H -1.82 -4.21 -0.39
H -1.89 -3.75 1.32
H -3.23 -4.28 0.46
H 2.84 -6.28 0.32
H 2.05 -5.00 -0.70
H 1.82 -6.70 -1.00
H -0.62 -7.37 2.66
H 0.18 -8.86 2.48
H -1.59 -8.81 2.62
C 0.84 0.99 -3.30
O 1.57 1.70 -4.25
P 2.07 0.89 -5.59
O 2.28 -0.56 -5.35
O 0.99 1.23 -6.78
C 1.07 0.68 -8.09
O 3.29 1.79 -6.11
C 2.94 3.03 -6.57
H -0.14 1.46 -3.35
H 1.27 0.99 -2.30
H 0.63 -0.04 -3.59
H 1.67 -0.22 -7.98
H 1.53 1.31 -8.85
H 0.04 0.55 -8.44
H 2.05 3.41 -6.07
H 2.85 3.00 -7.65
H 3.77 3.70 -6.33
C -0.59 4.56 3.57
O -1.47 5.24 4.52
P -1.09 5.24 6.11
O -0.67 3.90 6.61
O 0.17 6.34 6.12
C 0.10 7.74 6.01
O -2.23 6.08 6.88
C -2.83 5.51 8.03
H 0.47 4.55 3.82
H -0.57 4.95 2.55
H -0.94 3.54 3.48
H 0.75 8.35 6.64
H -0.93 8.01 6.25
H 0.14 8.06 4.96
H -2.29 4.62 8.36
H -3.88 5.25 7.98
H -2.64 6.28 8.79
Cl 1.89 -0.82 5.25
C 0.77 0.43 4.62
C 1.31 1.04 3.27
Cl 2.13 2.62 3.52
H 0.62 1.27 5.30
H -0.15 -0.11 4.40
H 0.47 1.06 2.57
H 2.06 0.43 2.77
Cl 0.88 4.04 -0.93
C 1.74 4.80 -2.41
C 0.81 5.63 -3.30
Cl -0.45 4.59 -4.10
H 2.22 3.97 -2.92
H 2.48 5.48 -1.97
H 1.37 6.15 -4.07
H 0.24 6.41 -2.80